ORCA calculation (ωB97M-V with the def2-TZVPD basis set) on one molecule with the formula C23H33N3O3S.

Geometry (Å):
C 3.445 -3.340 -0.007
C 2.389 -2.290 0.351
C 1.655 -2.649 1.645
N 2.967 -0.953 0.417
C 2.571 0.086 -0.345
O 3.137 1.165 -0.346
C 1.341 -0.089 -1.256
N 0.153 -0.487 -0.553
C -0.710 -1.465 -0.956
C -1.767 -1.538 -0.095
S -3.157 -2.616 -0.210
C -3.494 -2.495 -1.997
C -3.482 -1.061 -2.515
O -3.020 -0.789 -3.602
N -4.087 -0.179 -1.698
C -4.073 1.243 -1.928
C -3.129 1.972 -0.960
C -3.326 3.495 -0.977
C -1.905 4.008 -0.766
C -1.103 2.955 -1.525
O -1.772 1.728 -1.304
C -1.560 -0.552 0.911
C -2.284 -0.149 2.031
C -1.793 0.892 2.786
C -0.599 1.534 2.444
C 0.139 1.150 1.345
C -0.347 0.098 0.576
C 4.051 -0.741 1.386
C 3.683 0.345 2.397
C 5.374 -0.426 0.689
H 4.169 -3.481 0.790
H 2.953 -4.293 -0.188
H 3.975 -3.048 -0.911
H 1.656 -2.297 -0.455
H 0.932 -1.876 1.896
H 2.344 -2.764 2.477
H 1.120 -3.585 1.512
H 1.185 0.888 -1.730
H 1.553 -0.813 -2.048
H -0.526 -2.023 -1.854
H -2.768 -3.088 -2.552
H -4.485 -2.928 -2.140
H -4.335 -0.493 -0.769
H -3.733 1.393 -2.955
H -5.088 1.637 -1.809
H -3.285 1.573 0.055
H -4.021 3.824 -0.208
H -3.700 3.809 -1.953
H -1.748 5.013 -1.150
H -1.646 3.979 0.293
H -0.078 2.852 -1.162
H -1.082 3.181 -2.601
H -3.207 -0.648 2.288
H -2.339 1.227 3.656
H -0.249 2.351 3.058
H 1.055 1.657 1.087
H 4.163 -1.681 1.930
H 2.714 0.134 2.844
H 3.643 1.314 1.910
H 4.433 0.379 3.182
H 5.634 -1.213 -0.014
H 5.297 0.514 0.152
H 6.166 -0.345 1.430

For the HOMO energy, the calculation gives -0.28500 hartree. The value obtained for the total energy is -45836.1880 eV. The value obtained for the energy above the lowest of the compared OMol25 structures with the same formula, charge and spin is 95.5 kJ/mol. For the strongest force on any atom, the calculation gives 0.6 eV/A.

These are the Löwdin partial charges, in e, on atoms 1 to 6: -0.040 -0.371 -0.022 0.012 -0.438 0.042